ORCA calculation (ωB97M-V/def2-TZVPD) on C39H57BF9Ge2N4O4PPb as an isolated structure.

```
118
Properties=species:S:1:pos:R:3:forces:R:3
Pb -0.790 -0.187 -0.733 -0.112 0.326 -0.071
C -4.460 -1.611 3.112 -0.015 0.009 0.063
C -3.960 -1.045 1.778 -0.213 -0.024 0.003
Ge -2.048 -0.511 1.738 0.115 0.151 -0.199
C -1.103 -1.905 2.804 0.151 -0.115 0.122
C -0.961 -1.652 4.310 -0.031 -0.022 -0.017
C -2.121 1.024 3.017 -0.268 0.096 0.170
C -1.507 2.210 3.137 -0.160 0.028 0.277
Ge -0.320 2.759 1.691 0.175 -0.209 -0.035
C 1.116 4.061 1.811 0.167 0.329 0.058
C 1.004 5.278 2.728 0.042 0.064 0.010
C -1.374 3.101 0.112 -0.156 0.113 -0.258
C -2.078 4.458 0.261 0.042 0.093 -0.035
C -1.831 3.137 4.263 0.068 -0.001 -0.106
C -2.160 2.660 5.538 0.079 -0.034 0.022
C -2.478 3.528 6.572 0.014 0.069 -0.052
C -2.471 4.905 6.367 0.010 -0.089 -0.007
C -2.134 5.398 5.114 0.018 -0.094 -0.102
C -1.813 4.522 4.082 -0.168 0.105 -0.050
H -5.484 -2.001 3.039 0.064 0.048 0.001
H -4.466 -0.847 3.900 0.024 -0.093 -0.111
H -3.827 -2.433 3.470 -0.074 0.090 -0.082
H -4.542 -0.161 1.487 0.048 -0.116 0.019
H -4.112 -1.773 0.973 0.031 0.036 0.119
H -0.123 -2.051 2.334 -0.124 0.043 0.086
H -1.650 -2.839 2.622 0.052 0.037 0.018
H -0.416 -0.726 4.515 -0.007 -0.039 -0.069
H -0.425 -2.467 4.814 -0.017 0.040 -0.030
H -1.939 -1.557 4.797 0.065 -0.010 -0.060
H -2.899 0.836 3.771 0.148 0.023 0.044
H 1.255 4.368 0.767 0.060 -0.055 0.156
H 1.990 3.470 2.086 0.024 0.057 -0.019
H 0.171 5.932 2.448 0.100 -0.053 0.017
H 1.913 5.886 2.673 -0.031 -0.057 -0.014
H 0.859 4.990 3.773 0.019 0.031 -0.083
H -2.116 2.307 -0.005 -0.026 0.061 0.016
H -0.729 3.102 -0.773 -0.065 -0.037 0.102
H -2.732 4.493 1.142 0.043 -0.031 -0.103
H -2.702 4.663 -0.612 0.155 0.047 0.217
H -1.355 5.281 0.338 -0.044 -0.097 0.028
H -2.136 1.592 5.723 -0.006 0.048 -0.047
H -2.721 3.126 7.550 0.004 0.015 -0.024
H -2.716 5.583 7.178 0.013 -0.037 -0.038
H -2.119 6.468 4.931 0.001 -0.069 0.015
H -1.566 4.934 3.105 -0.087 -0.135 0.195
O -3.719 -1.809 -2.192 -0.493 -0.151 -0.178
C -2.994 -1.094 -1.674 0.643 -0.664 0.101
O 1.704 1.240 3.362 -0.300 -0.380 -0.929
C 1.462 0.719 2.282 -0.232 0.598 0.472
O 0.653 1.197 1.344 0.464 -0.244 0.701
H 1.915 -0.233 1.968 -0.125 0.068 0.213
F 2.126 4.274 -3.183 -0.151 -0.785 0.382
B 1.803 3.046 -2.542 -0.311 0.167 0.163
F 2.086 3.145 -1.129 -0.174 0.040 -0.866
F 2.592 1.979 -3.092 -0.655 1.177 -0.065
F 0.417 2.744 -2.698 0.882 0.200 -0.024
N 0.308 -2.068 -0.505 -0.253 -0.160 0.307
P 1.495 -2.427 -1.404 0.171 0.175 -0.044
N 1.097 -2.995 -2.934 -0.125 -0.268 -0.223
C 1.907 -3.900 -3.746 -0.170 0.080 0.010
C 1.007 -4.923 -4.432 -0.075 0.041 -0.004
C 0.077 -4.223 -5.442 0.030 0.014 0.035
C -0.233 -2.787 -4.986 0.079 -0.044 -0.027
C -0.243 -2.684 -3.468 0.241 -0.101 0.021
N 2.423 -3.751 -0.834 0.039 -0.187 0.326
C 1.576 -4.955 -0.609 0.137 0.228 0.034
C 2.104 -5.814 0.534 0.040 0.078 0.026
C 2.138 -5.042 1.863 -0.030 0.041 -0.061
C 2.604 -3.586 1.643 -0.033 -0.088 -0.108
C 3.325 -3.459 0.301 -0.261 -0.125 -0.189
N 2.609 -1.196 -1.633 0.043 0.140 -0.001
C 2.603 -0.034 -0.720 0.277 -0.230 -0.194
C 3.917 0.763 -0.859 0.052 0.101 -0.078
C 5.044 -0.124 -1.386 -0.132 -0.007 -0.035
C 4.697 -0.618 -2.800 -0.010 0.058 0.005
C 3.180 -0.850 -2.934 -0.001 -0.035 -0.151
H 2.645 -4.378 -3.103 0.002 -0.002 0.038
H 2.472 -3.360 -4.524 -0.016 -0.004 0.013
H 0.415 -5.426 -3.662 0.014 0.017 -0.026
H 1.614 -5.687 -4.923 0.015 -0.023 -0.034
H -0.851 -4.792 -5.549 0.035 0.009 0.021
H 0.549 -4.204 -6.430 -0.025 0.006 0.036
H -1.196 -2.450 -5.374 -0.002 -0.014 -0.010
H 0.522 -2.095 -5.374 -0.039 -0.033 0.034
H -1.001 -3.357 -3.048 -0.012 -0.020 0.021
H -0.534 -1.678 -3.181 0.030 0.107 0.024
H 1.544 -5.550 -1.528 0.010 0.021 -0.025
H 0.548 -4.650 -0.380 0.000 0.042 0.013
H 3.106 -6.172 0.283 0.018 0.006 -0.001
H 1.473 -6.701 0.623 -0.015 -0.023 0.016
H 2.802 -5.560 2.563 -0.020 0.017 -0.019
H 1.141 -5.044 2.314 0.056 0.009 -0.044
H 3.244 -3.247 2.462 0.007 -0.025 -0.015
H 1.735 -2.925 1.601 0.021 0.004 0.009
H 4.184 -4.140 0.266 -0.004 0.001 -0.019
H 3.723 -2.459 0.160 -0.008 0.139 -0.040
H 2.474 -0.403 0.302 0.132 -0.066 -0.408
H 1.764 0.638 -0.930 0.127 -0.034 0.007
H 4.173 1.198 0.110 0.024 -0.017 0.058
H 3.756 1.602 -1.547 0.201 -0.433 0.391
H 5.179 -0.981 -0.721 0.019 -0.071 0.014
H 5.993 0.417 -1.395 0.000 0.029 0.002
H 5.245 -1.540 -3.025 -0.005 0.023 0.037
H 5.002 0.132 -3.539 -0.031 -0.049 0.052
H 2.978 -1.644 -3.651 0.062 0.056 0.103
H 2.694 0.059 -3.311 0.170 -0.376 0.115
F -3.055 4.975 -4.723 0.063 0.341 -0.260
C -3.221 3.907 -3.933 -0.036 -0.028 0.093
C -2.774 2.665 -4.318 -0.126 -0.173 0.316
F -2.177 2.518 -5.496 0.277 -0.046 -0.524
C -2.962 1.567 -3.505 -0.069 0.002 -0.009
F -2.519 0.378 -3.953 0.084 -0.147 -0.035
C -3.607 1.639 -2.260 -0.078 -0.795 0.723
O -3.792 0.629 -1.441 -0.208 1.089 -0.586
C -4.052 2.926 -1.915 0.039 0.050 -0.187
F -4.671 3.100 -0.741 -0.213 0.020 0.274
C -3.863 4.027 -2.720 -0.049 -0.191 0.003
F -4.307 5.229 -2.326 -0.146 0.306 0.064
```
Positions in Å, forces in eV/Å.

ΔE to the lowest compared entry with this formula, charge and spin, kJ/mol: 39.1
Net charge: -2
Highest occupied orbital energy, eV: -2.0